--- w ---
This record from OMol25 describes an isolated molecule of C8H11N. The level of theory is wB97M-V/def2-TZVPD.

Element x y z (Å)
C 0.9812 -1.2274 1.5885
C 0.2852 -0.2719 0.6983
C -0.7451 0.7870 1.1410
C -0.0987 1.4496 0.0313
C -0.3924 0.6475 -1.2260
C -1.0902 1.3054 -2.2553
C -0.0611 -0.6253 -0.7670
C -0.0908 -1.8622 -1.1809
H 0.7805 -1.2131 2.9057
H 2.1820 -1.2859 1.3166
H 0.6306 -2.2918 1.3665
H -1.7641 0.4371 0.9264
H -0.5109 1.1534 2.0981
H -0.0205 2.4685 -0.0904
H 1.5125 1.2856 1.1762
H -1.0895 0.6831 -3.2534
H -1.4598 2.3821 -2.1809
H 0.0607 -2.6373 -0.3487
H -0.4543 -2.1105 -2.2359
N 1.3448 0.9262 0.2900

Results
HOMO level   -8.69 eV
HOMO-LUMO gap   9.3 eV

Atomic partial charges in e from the Mulliken method, atoms 1 to 4: number 1, C, carries -1.291; number 2, C, carries 1.013; number 3, C, carries -0.642; number 4, C, carries -0.208

---

--- x ---
This record from OMol25 describes an isolated molecule of C8H11N. The level of theory is wB97M-V/def2-TZVPD.

Element x y z (Å)
C -2.0072 0.9821 -0.1997
C -1.6277 -0.2534 0.0683
C 0.2419 0.9851 0.4384
C -0.8032 1.9799 -0.0095
C -0.2425 -0.2994 0.4127
C 2.0643 -0.0819 -0.0515
C -2.6119 -1.4034 0.0174
C 3.4918 -0.5234 -0.1833
N 1.6583 1.0150 0.4395
H -3.0164 1.2515 -0.4046
H -0.5009 2.4953 -0.8968
H -0.9825 2.7568 0.7167
H 0.2076 -1.1460 0.8976
H 1.4409 -0.8652 -0.6227
H -3.6447 -1.1485 -0.1574
H -2.7040 -1.8618 1.0703
H -2.3456 -2.0689 -0.9060
H 3.6780 -1.4158 0.5624
H 4.1957 0.2670 0.1259
H 3.5080 -0.6652 -1.3176

Results
SMILES   C/C=N/C1=CC(C)=CC1
HOMO level   -7.84 eV
HOMO-LUMO gap   8.6 eV

Atomic partial charges in e from the Mulliken method, atoms 1 to 4: number 1, C, carries -0.764; number 2, C, carries 0.646; number 3, C, carries 0.154; number 4, C, carries -0.554

---

x ends up most stable, edging out the next structure by 0.0851 hartree.

---

--- w ---
This record from OMol25 describes an isolated molecule of CH5BS2. The level of theory is wB97M-V/def2-TZVPD.

Element x y z (Å)
B -0.0429 0.1153 -0.2535
C -0.3020 -0.9009 0.9395
S 1.7273 -0.1251 -1.2557
S -1.2826 1.4054 -0.4683
H -0.7842 -0.7287 1.9420
H 0.6183 -1.2723 1.2981
H -0.8933 -1.8607 0.5664
H 2.1238 1.2060 -1.1790
H -1.1645 2.1608 -1.5895

Results
SMILES   CB(S)S
HOMO level   -9.38 eV
HOMO-LUMO gap   9.7 eV

Atomic partial charges in e from the Mulliken method, atoms 1 to 4: number 1, B, carries 0.362; number 2, C, carries -0.919; number 3, S, carries -0.342; number 4, S, carries -0.309

---

--- x ---
This record from OMol25 describes an isolated molecule of CH5BS2. The level of theory is wB97M-V/def2-TZVPD.

Element x y z (Å)
B -0.0019 0.1753 -0.0165
C 0.0068 -1.4031 -0.0286
S 1.5749 1.0400 -0.0014
S -1.5865 1.0259 -0.0014
H -0.0088 -1.7866 0.9928
H 0.8995 -1.8121 -0.4986
H -0.8629 -1.8238 -0.5296
H 1.1356 2.2974 0.0421
H -1.1568 2.2870 0.0413

Results
SMILES   CB(S)S
HOMO level   -9.60 eV
HOMO-LUMO gap   9.9 eV

Atomic partial charges in e from the Mulliken method, atoms 1 to 4: number 1, B, carries 0.402; number 2, C, carries -0.860; number 3, S, carries -0.278; number 4, S, carries -0.279

---

x ends up most stable, edging out the next structure by 0.0455 hartree.

---

--- w ---
This record from OMol25 describes C7H10OS as an isolated structure. The level of theory is wB97M-V/def2-TZVPD.

Element x y z (Å)
C 1.1163 -1.3199 0.4760
C 0.5368 -1.5273 -0.6857
C 1.2758 0.8125 -0.6134
C -0.2321 0.4231 1.2910
C 1.2048 0.0726 0.7211
C 0.2956 -0.1192 -1.3003
C -1.1015 0.3839 0.0613
O -1.6557 1.6118 -0.3972
S -2.2813 -0.9860 0.0795
H 1.3740 -2.0278 1.2206
H 0.3384 -2.4176 -1.0850
H 0.8050 1.9229 -0.5953
H 2.2086 0.7826 -1.0756
H -0.5753 -0.4251 1.8926
H -0.2969 1.4070 1.8384
H 1.9674 0.4538 1.4991
H 0.0011 -0.1375 -2.2971
H -1.3777 1.7651 -1.2887
H -3.6034 -0.6750 0.2586

Results
HOMO level   -8.14 eV
HOMO-LUMO gap   8.9 eV

Atomic partial charges in e from the Mulliken method, atoms 1 to 4: number 1, C, carries -0.321; number 2, C, carries -1.057; number 3, C, carries -0.410; number 4, C, carries -0.992

---

--- x ---
This record from OMol25 describes an isolated molecule of C7H10OS. The level of theory is wB97M-V/def2-TZVPD.

Element x y z (Å)
C 1.4205 1.0577 -0.9005
C 1.5944 1.2834 0.6004
C 0.4274 0.4572 -1.4720
C 0.6191 1.0043 1.4887
C -0.9815 -0.1064 0.0630
C -1.9683 0.7610 -0.5575
C 0.2431 -2.5067 0.4268
O -0.5110 0.2308 1.3845
S -1.4402 -1.8688 0.1271
H 2.4060 1.5396 -1.3532
H 2.4701 1.8273 0.8378
H 0.1309 0.1625 -2.4395
H 0.8414 1.2237 2.5898
H -2.3217 0.2662 -1.5291
H -1.6610 1.8539 -0.8658
H -2.8190 0.9125 0.1086
H 0.0573 -3.1650 1.2960
H 0.9751 -1.7582 0.5936
H 0.5172 -3.1750 -0.3988

Results
HOMO level   -8.17 eV
HOMO-LUMO gap   9.0 eV

Atomic partial charges in e from the Mulliken method, atoms 1 to 4: number 1, C, carries 0.096; number 2, C, carries -0.271; number 3, C, carries -0.687; number 4, C, carries -0.228

---

w ends up most stable, edging out the next structure by 0.0426 hartree.

---

--- w ---
This record from OMol25 describes a 10-piece molecular cluster, C30H80O10 overall. The level of theory is wB97M-V/def2-TZVPD.

Element x y z (Å)
C -5.0434 -2.0592 -1.1489
C -5.0948 -3.5371 -0.7524
C -4.6230 -3.8655 0.6501
O -6.3894 -4.0627 -0.8560
H -5.4240 -1.3666 -0.3976
H -5.6069 -1.8007 -2.0454
H -3.9895 -1.8322 -1.3103
H -4.4808 -4.0344 -1.5052
H -5.0605 -3.3317 1.4933
H -3.5883 -3.5199 0.6260
H -4.6707 -4.9527 0.7122
H -6.3723 -4.8816 -0.3552
C -2.9995 -1.0802 3.8697
C -1.5489 -1.3246 4.2087
C -0.8421 -0.0868 4.6259
O -1.5259 -2.3552 5.1540
H -2.9875 -0.5331 2.9262
H -3.5571 -0.5884 4.6661
H -3.4652 -2.0119 3.5479
H -0.9907 -1.7638 3.3799
H 0.2408 -0.2198 4.6306
H -1.0443 0.1291 5.6759
H -1.0369 0.7989 4.0213
H -0.6638 -2.7737 5.2246
C 0.1786 -0.9568 -7.9189
C 0.3622 -0.1099 -6.6962
C 0.6570 -0.9940 -5.4676
O 1.4758 0.7545 -6.8123
H 0.1817 -0.3700 -8.8376
H -0.7436 -1.5363 -7.8733
H 1.0023 -1.6709 -7.9404
H -0.5107 0.5312 -6.5639
H 1.5696 -1.5721 -5.6146
H -0.1322 -1.7353 -5.3401
H 0.8055 -0.4267 -4.5488
H 1.4642 1.2962 -7.6050
C 2.0800 -2.5741 3.7756
C 1.7276 -3.9710 4.3982
C 3.0066 -4.7390 4.7696
O 1.1000 -3.7826 5.6308
H 1.2388 -2.2838 3.1452
H 2.9386 -2.6756 3.1121
H 2.2244 -1.7714 4.4983
H 1.0421 -4.5852 3.8150
H 2.8006 -5.7021 5.2362
H 3.6613 -4.1267 5.3900
H 3.5447 -4.9800 3.8518
H 1.7331 -3.3913 6.2377
C 5.5616 -2.2144 -1.0554
C 5.1379 -3.1382 0.0925
C 3.6438 -3.1868 0.3960
O 5.4960 -4.4705 -0.1293
H 5.3795 -1.1954 -0.7126
H 4.9552 -2.3780 -1.9465
H 6.6208 -2.3279 -1.2848
H 5.6602 -2.9606 1.0333
H 3.0907 -3.2921 -0.5374
H 3.3898 -2.2372 0.8692
H 3.4380 -3.9499 1.1459
H 5.2224 -4.7360 -1.0111
C 3.5834 0.6210 3.0315
C 3.0389 1.2141 4.3671
C 4.0173 2.0492 5.1244
O 1.9439 2.0522 4.0131
H 2.8563 0.0219 2.4842
H 4.5925 0.2101 3.0058
H 3.7310 1.5155 2.4238
H 2.6484 0.4513 5.0420
H 4.3259 2.9734 4.6356
H 4.9026 1.4266 5.2603
H 3.6868 2.3388 6.1222
H 1.4759 2.2777 4.8209
C -5.2235 2.9788 -1.4558
C -3.7881 2.6096 -1.1390
C -2.8592 3.8116 -1.0572
O -3.8077 1.7863 -0.0108
H -5.5862 3.5917 -0.6301
H -5.7824 2.0564 -1.6118
H -5.3094 3.5861 -2.3570
H -3.5432 1.8864 -1.9194
H -2.8571 4.4696 -1.9263
H -1.8379 3.4350 -0.9850
H -3.0200 4.4405 -0.1812
H -2.9119 1.5207 0.2173
C -1.3222 3.7511 -6.3505
C -2.1041 2.8977 -5.2614
C -1.1541 2.7161 -4.1082
O -3.1336 3.7038 -4.8059
H -1.0169 4.7552 -6.0544
H -1.8919 3.9207 -7.2644
H -0.4066 3.2095 -6.5909
H -2.5868 2.0055 -5.6596
H -0.3882 1.9814 -4.3593
H -1.6184 2.3371 -3.1975
H -0.7581 3.7003 -3.8572
H -2.7918 4.5963 -4.7126
C 1.5797 4.9028 1.9195
C 0.9947 3.8484 0.9563
C 2.0593 3.3912 -0.0590
O 0.5323 2.7921 1.7935
H 2.3804 4.5268 2.5573
H 0.7692 5.2817 2.5424
H 2.0650 5.7755 1.4810
H 0.1576 4.2687 0.3991
H 2.3386 4.1645 -0.7753
H 1.7185 2.5375 -0.6451
H 3.0223 3.1377 0.3859
H 1.2747 2.5899 2.3716
C 0.6967 -0.5487 0.2215
C -0.3872 0.2761 -0.4451
C -1.3417 -0.4802 -1.3626
O -1.1535 0.8779 0.5544
H 1.4257 0.1390 0.6520
H 1.3263 -1.1849 -0.4013
H 0.2411 -1.1797 0.9851
H 0.1076 1.0215 -1.0704
H -0.8359 -1.0575 -2.1366
H -1.9299 0.3270 -1.7989
H -1.8934 -1.1889 -0.7449
H -0.4915 1.3958 1.0239

Results
SMILES   CC(C)O.CC(C)O.CC(C)O.CC(C)O.CC(C)O.CC(C)O.CC(C)O.CC(C)O.CC(C)O.CC(C)O
HOMO level   -9.27 eV
HOMO-LUMO gap   9.6 eV

Atomic partial charges in e from the Mulliken method, atoms 1 to 4: number 1, C, carries -0.901; number 2, C, carries 0.580; number 3, C, carries -1.254; number 4, O, carries -0.566

---

--- x ---
This record from OMol25 describes a 10-piece molecular cluster, C30H80O10 overall. The level of theory is wB97M-V/def2-TZVPD.

Element x y z (Å)
C 2.1601 -1.0203 5.0210
C 3.5396 -0.3595 5.1256
C 3.6147 1.1021 4.7383
O 4.0626 -0.4267 6.4171
H 1.3340 -0.4329 5.4217
H 2.0622 -1.9779 5.5323
H 1.9839 -1.1631 3.9548
H 4.1725 -0.9761 4.4874
H 2.9326 1.8150 5.2015
H 3.2905 1.0658 3.6983
H 4.6735 1.3495 4.8140
H 4.7733 0.2184 6.4329
C 0.2741 3.9934 3.2165
C 0.4639 4.4028 1.7770
C -0.8200 4.5900 1.0621
O 1.2966 5.5200 1.7895
H -0.0787 2.9629 3.1745
H -0.3667 4.6681 3.7842
H 1.2449 3.8415 3.6881
H 1.0597 3.6897 1.2072
H -0.6794 4.6452 -0.0173
H -1.2338 5.5749 1.2788
H -1.5774 3.8244 1.2298
H 1.7061 5.6896 0.9379
C 2.4318 -7.6115 -0.4796
C 1.3744 -6.5647 -0.6347
C 2.0188 -5.1784 -0.8632
O 0.5646 -6.7927 -1.7695
H 2.0300 -8.6234 -0.5326
H 2.9792 -7.4973 0.4560
H 3.1481 -7.4604 -1.2872
H 0.7069 -6.5930 0.2266
H 2.6287 -5.1746 -1.7666
H 2.7119 -4.9490 -0.0539
H 1.2934 -4.3749 -0.9902
H 0.1795 -7.6714 -1.8049
C 1.8401 4.3131 -1.8595
C 3.0837 5.1874 -1.4495
C 3.7829 5.7577 -2.6950
O 2.6482 6.3330 -0.7957
H 1.6676 3.6064 -1.0477
H 2.0878 3.7159 -2.7370
H 0.9110 4.8657 -1.9990
H 3.7907 4.7139 -0.7683
H 4.6308 6.3977 -2.4508
H 3.0702 6.2680 -3.3430
H 4.2118 4.9279 -3.2569
H 2.1580 6.8713 -1.4213
C 2.5165 -0.3548 -5.5187
C 3.1802 0.9391 -5.0251
C 3.1432 1.1876 -3.5217
O 4.5313 1.0077 -5.3461
H 1.4466 -0.2286 -5.3528
H 2.8422 -1.2198 -4.9409
H 2.6954 -0.5124 -6.5823
H 2.8303 1.8470 -5.5165
H 3.4233 0.2722 -3.0004
H 2.1144 1.4516 -3.2771
H 3.7355 2.0675 -3.2708
H 4.9639 0.1878 -5.0966
C -1.1190 3.0091 -3.4666
C -1.9801 4.1804 -2.8859
C -2.9342 4.7979 -3.8494
O -2.7519 3.6239 -1.8308
H -0.4375 2.5595 -2.7445
H -0.6951 3.1016 -4.4665
H -1.8726 2.2453 -3.6586
H -1.3755 4.9759 -2.4503
H -3.7391 4.1525 -4.2012
H -2.3351 5.0916 -4.7112
H -3.4219 5.7036 -3.4889
H -3.1402 4.3518 -1.3399
C -2.7323 -2.2410 5.0783
C -2.4112 -1.7971 3.6666
C -3.5954 -1.9062 2.7153
O -1.8145 -0.5410 3.7517
H -3.4972 -1.5631 5.4572
H -1.8033 -2.2433 5.6484
H -3.1582 -3.2436 5.1170
H -1.5475 -2.4113 3.4120
H -4.0767 -2.8828 2.6629
H -3.2239 -1.7213 1.7074
H -4.3825 -1.1736 2.8936
H -1.5816 -0.2249 2.8757
C -2.5176 -7.0230 0.9678
C -1.8880 -5.8256 1.8148
C -1.9148 -4.6205 0.9178
O -2.7795 -5.5732 2.8330
H -3.5537 -6.9106 0.6487
H -2.5245 -7.9772 1.4948
H -1.9256 -7.1171 0.0574
H -0.9453 -6.0705 2.3041
H -1.1344 -4.6959 0.1607
H -1.7222 -3.6751 1.4249
H -2.9231 -4.5427 0.5111
H -3.6661 -5.6344 2.4699
C -5.1423 1.0258 -1.6310
C -3.9363 0.2455 -1.0599
C -3.2759 -0.6131 -2.1593
O -3.0697 1.2453 -0.5320
H -4.8809 1.7626 -2.3905
H -5.6460 1.5235 -0.8023
H -5.9097 0.4629 -2.1623
H -4.2598 -0.4232 -0.2622
H -3.8930 -1.4469 -2.4943
H -2.3337 -1.0456 -1.8229
H -3.0936 -0.0843 -3.0949
H -2.9715 1.8830 -1.2428
C 0.4970 0.3534 -0.6771
C -0.1997 -0.5132 0.3525
C 0.7012 -1.3246 1.2768
O -0.9854 0.3126 1.1500
H -0.2512 0.6827 -1.3982
H 1.2468 -0.0985 -1.3264
H 0.9658 1.1960 -0.1688
H -0.8063 -1.2387 -0.1895
H 1.4205 -1.9500 0.7480
H -0.0229 -1.9324 1.8192
H 1.2746 -0.6156 1.8740
H -1.5681 0.7059 0.4963

Results
SMILES   CC(C)O.CC(C)O.CC(C)O.CC(C)O.CC(C)O.CC(C)O.CC(C)O.CC(C)O.CC(C)O.CC(C)O
HOMO level   -9.26 eV
HOMO-LUMO gap   9.6 eV

Atomic partial charges in e from the Mulliken method, atoms 1 to 4: number 1, C, carries -0.913; number 2, C, carries 0.593; number 3, C, carries -1.266; number 4, O, carries -0.564

---

w ends up most stable, edging out the next structure by 0.0135 hartree.